15 unconnected molecules or ions with the total composition C21H72O21 in a non-equilibrium geometry. Source: the OMol25 dataset; level of theory: ωB97M-V/def2-TZVPD.

The geometry in ORCA input format:
```
! RIJCOSX wB97M-V def2-TZVPD def2/J DEFGRID3
* xyz 0 1
C -5.839 -0.723 4.860
O -4.747 -1.533 4.393
H -6.779 -0.953 4.359
H -5.971 -0.849 5.934
H -5.595 0.279 4.506
H -4.831 -2.449 4.665
C 5.642 -1.456 3.046
O 4.500 -1.004 3.705
H 6.401 -2.059 3.544
H 5.360 -2.070 2.191
H 6.229 -0.640 2.622
H 3.975 -0.632 2.992
C -6.260 -4.046 -2.629
O -5.758 -3.989 -3.944
H -7.307 -4.348 -2.677
H -5.683 -4.781 -2.068
H -6.062 -3.062 -2.204
H -4.877 -3.620 -4.041
C -0.243 -5.730 -2.314
O 0.350 -5.604 -1.004
H -1.300 -5.510 -2.164
H 0.111 -4.951 -2.990
H -0.106 -6.763 -2.636
H 1.302 -5.518 -1.089
C 1.250 6.370 2.792
O 0.831 6.447 4.125
H 1.004 5.390 2.383
H 0.723 7.195 2.313
H 2.336 6.406 2.710
H 1.086 7.324 4.419
C -6.253 2.964 -3.399
O -6.692 2.194 -4.514
H -5.226 3.327 -3.401
H -6.810 3.892 -3.266
H -6.370 2.288 -2.551
H -7.568 2.506 -4.754
C 0.217 -4.829 5.806
O 0.277 -5.921 6.707
H -0.598 -5.059 5.120
H -0.098 -3.887 6.255
H 1.137 -4.700 5.236
H 0.825 -5.616 7.434
C 6.156 4.088 3.425
O 6.993 5.012 2.716
H 6.721 3.370 4.019
H 5.559 4.686 4.114
H 5.429 3.604 2.773
H 7.735 5.258 3.273
C -0.818 1.984 6.114
O -1.667 3.117 6.117
H -0.299 1.850 5.165
H -0.078 2.144 6.899
H -1.420 1.099 6.321
H -1.206 3.900 5.808
C -5.961 4.471 2.170
C -5.482 5.354 3.347
O -5.631 6.744 3.148
O -7.348 4.236 2.272
H -5.507 3.482 2.103
H -5.684 4.947 1.229
H -4.421 5.145 3.481
H -5.987 5.082 4.274
H -5.577 7.145 4.018
H -7.805 5.080 2.288
C 0.214 -0.582 0.719
C -1.128 -0.087 0.348
O -1.137 0.599 -0.904
O 1.218 0.440 0.947
H 0.613 -1.305 0.007
H 0.203 -1.192 1.622
H -1.644 0.486 1.119
H -1.789 -0.945 0.231
H -0.861 1.506 -0.750
H 1.364 0.893 0.113
C 4.631 -2.301 -4.792
C 5.122 -1.202 -3.768
O 6.159 -1.701 -2.924
O 5.460 -2.396 -5.950
H 3.621 -2.000 -5.070
H 4.507 -3.296 -4.366
H 4.227 -0.959 -3.195
H 5.635 -0.351 -4.216
H 6.950 -1.918 -3.423
H 5.463 -1.544 -6.393
C 5.292 -7.739 -0.201
C 5.844 -6.412 -0.703
O 4.837 -5.418 -0.568
O 6.286 -8.727 -0.427
H 4.337 -7.938 -0.686
H 5.149 -7.658 0.877
H 6.134 -6.488 -1.751
H 6.739 -6.170 -0.129
H 5.183 -4.576 -0.871
H 6.916 -8.599 0.286
C -1.388 -0.935 -6.207
C -2.410 -0.392 -7.210
O -2.917 0.903 -6.950
O -2.038 -1.311 -4.977
H -0.569 -0.240 -6.021
H -1.016 -1.909 -6.524
H -3.217 -1.122 -7.268
H -2.036 -0.356 -8.233
H -3.614 0.766 -6.304
H -1.896 -0.588 -4.362
C 1.315 4.068 -3.256
C 0.537 5.238 -2.685
O -0.439 4.876 -1.689
O 1.980 3.410 -2.213
H 2.040 4.405 -3.997
H 0.637 3.346 -3.711
H 0.016 5.784 -3.471
H 1.186 5.981 -2.220
H -0.800 5.671 -1.288
H 2.799 3.907 -2.142
*
```

Calculated values
HOMO energy in eV: -9.9
Lowest unoccupied orbital energy in eV: 0.03

Here are the Mulliken charges for atoms 1 to 99, given in e: number 1, C, carries -0.431; number 2, O, carries -0.501; number 3, H, carries 0.262; number 4, H, carries 0.235; number 5, H, carries 0.151; number 6, H, carries 0.284; number 7, C, carries -0.541; number 8, O, carries -0.474; number 9, H, carries 0.281; number 10, H, carries 0.183; number 11, H, carries 0.249; number 12, H, carries 0.303; number 13, C, carries -0.423; number 14, O, carries -0.503; number 15, H, carries 0.198; number 16, H, carries 0.217; number 17, H, carries 0.217; number 18, H, carries 0.293; number 19, C, carries -0.428; number 20, O, carries -0.493; number 21, H, carries 0.153; number 22, H, carries 0.237; number 23, H, carries 0.244; number 24, H, carries 0.284; number 25, C, carries -0.438; number 26, O, carries -0.502; number 27, H, carries 0.158; number 28, H, carries 0.252; number 29, H, carries 0.238; number 30, H, carries 0.296; number 31, C, carries -0.496; number 32, O, carries -0.496; number 33, H, carries 0.193; number 34, H, carries 0.258; number 35, H, carries 0.243; number 36, H, carries 0.304; number 37, C, carries -0.495; number 38, O, carries -0.497; number 39, H, carries 0.208; number 40, H, carries 0.247; number 41, H, carries 0.242; number 42, H, carries 0.297; number 43, C, carries -0.448; number 44, O, carries -0.510; number 45, H, carries 0.255; number 46, H, carries 0.234; number 47, H, carries 0.176; number 48, H, carries 0.294; number 49, C, carries -0.416; number 50, O, carries -0.508; number 51, H, carries 0.184; number 52, H, carries 0.249; number 53, H, carries 0.198; number 54, H, carries 0.292; number 55, C, carries -0.344; number 56, C, carries -0.378; number 57, O, carries -0.518; number 58, O, carries -0.548; number 59, H, carries 0.299; number 60, H, carries 0.254; number 61, H, carries 0.275; number 62, H, carries 0.327; number 63, H, carries 0.322; number 64, H, carries 0.312; number 65, C, carries -0.297; number 66, C, carries -0.404; number 67, O, carries -0.452; number 68, O, carries -0.478; number 69, H, carries 0.224; number 70, H, carries 0.337; number 71, H, carries 0.242; number 72, H, carries 0.298; number 73, H, carries 0.258; number 74, H, carries 0.261; number 75, C, carries -0.343; number 76, C, carries -0.282; number 77, O, carries -0.532; number 78, O, carries -0.520; number 79, H, carries 0.236; number 80, H, carries 0.274; number 81, H, carries 0.255; number 82, H, carries 0.315; number 83, H, carries 0.290; number 84, H, carries 0.310; number 85, C, carries -0.468; number 86, C, carries -0.249; number 87, O, carries -0.482; number 88, O, carries -0.524; number 89, H, carries 0.308; number 90, H, carries 0.264; number 91, H, carries 0.277; number 92, H, carries 0.279; number 93, H, carries 0.271; number 94, H, carries 0.323; number 95, C, carries -0.301; number 96, C, carries -0.406; number 97, O, carries -0.513; number 98, O, carries -0.473; number 99, H, carries 0.264